Entry 1:
Entry from the OMol25 dataset: a cluster of 4 separate species, C4H16O3 in total at a distorted geometry (ωB97M-V/def2-TZVPD).

Geometry (Å):
C: 0.090 0.802 -1.374
C: -0.592 -0.482 -0.865
C: -0.309 -0.765 0.611
C: -1.079 -1.986 1.157
H: 0.938 0.611 -2.023
H: -0.602 1.374 -1.990
H: 0.370 1.431 -0.529
H: -1.662 -0.487 -1.043
H: -0.138 -1.339 -1.372
H: -0.582 0.122 1.192
H: 0.765 -0.856 0.800
H: -0.341 -2.648 1.626
H: -1.720 -1.711 1.987
H: -1.490 -2.581 0.348
O: 2.348 2.047 0.791
H: 2.444 1.186 0.359
H: 1.727 1.953 1.519
O: -4.014 0.515 -0.070
H: -3.102 0.781 -0.224
H: -4.480 1.354 0.015
O: 3.255 -0.530 -0.232
H: 4.122 -0.193 0.030
H: 3.173 -0.280 -1.159

Forces on the atoms, in the same order (eV/Å):
C -0.9 0.0 0.1
C 1.3 -0.4 0.2
C -0.5 0.5 0.4
C 1.8 -0.1 0.4
H 0.3 -0.1 0.2
H -0.1 0.1 0.0
H 0.2 0.1 -0.2
H -0.1 -0.1 -0.1
H -0.5 0.0 -0.4
H -0.2 0.1 0.0
H 0.0 -0.2 -0.3
H -0.1 -0.1 0.0
H -0.7 -0.1 -0.4
H -0.7 0.1 0.1
O 0.2 0.4 0.0
H -0.2 -0.1 0.4
H 0.1 -0.2 -0.1
O 0.0 0.2 0.0
H 0.1 -0.1 0.0
H -0.1 -0.1 0.0
O 0.1 0.3 -0.1
H -0.1 -0.1 0.0
H 0.0 -0.1 -0.1

Values from the calculation:
* total energy: -387.69582 Eh
* SMILES string: CCCC.O.O.O


Entry 2:
Entry from the OMol25 dataset: a cluster of 2 separate species, C3H10O2 in total at a distorted geometry (ωB97M-V/def2-TZVPD).

Geometry (Å):
C: -1.291 0.649 0.175
C: -0.099 1.527 -0.160
O: -0.420 2.872 0.204
H: -2.111 1.089 -0.369
H: -1.088 -0.360 -0.186
H: -1.471 0.655 1.254
H: 0.163 1.468 -1.221
H: 0.840 1.240 0.335
H: 0.390 3.391 0.165
C: 1.390 -2.043 -0.317
O: 0.238 -2.756 0.142
H: 1.294 -1.067 0.136
H: 2.297 -2.524 0.063
H: 1.436 -2.013 -1.405
H: 0.060 -3.493 -0.464

Forces on the atoms, in the same order (eV/Å):
C 1.0 0.3 -0.1
C 0.6 0.2 0.2
O 0.1 0.0 -0.1
H -0.6 -0.1 0.0
H -0.2 -0.1 0.1
H -0.1 -0.1 -0.3
H -0.4 0.0 -0.2
H -0.3 -0.2 0.3
H -0.2 0.0 0.0
C -0.2 -0.8 0.5
O -0.1 -0.4 -0.5
H 0.2 0.4 -0.2
H 0.1 0.1 -0.1
H 0.0 0.3 0.0
H 0.1 0.4 0.4

Values from the calculation:
* total energy: -270.74079 Eh
* SMILES string: CCO.CO


Entry 3:
Entry from the OMol25 dataset: a structure of composition C2H2FO3S at a distorted geometry (ωB97M-V/def2-TZVPD).

Geometry (Å):
C: -1.660 -0.109 -0.394
C: -0.803 0.567 0.357
O: 2.617 0.781 0.197
O: 2.109 -1.393 -0.776
O: 0.602 -0.365 1.083
F: -0.879 1.850 0.606
S: 2.132 -0.572 0.464
H: -2.573 0.296 -0.801
H: -1.546 -1.054 -0.734

Forces on the atoms, in the same order (eV/Å):
C -0.3 2.6 0.9
C 2.7 -3.0 0.1
O 0.1 0.7 -0.2
O -0.6 0.4 0.6
O -4.0 2.2 -1.3
F 0.3 0.0 0.5
S 0.7 -0.8 -0.5
H -0.1 0.9 0.2
H 1.0 -3.0 -0.3

Values from the calculation:
* total charge: -1
* total energy: -801.13292 Eh


Entry 4:
Entry from the OMol25 dataset: a structure of composition C32H51BrF2N6PS2ScSi (ωB97M-V/def2-TZVPD).

Geometry (Å):
Sc: 0.389 0.252 1.823
N: -1.297 2.140 1.777
N: -2.663 1.860 1.887
C: -3.094 0.599 2.043
N: -4.404 0.426 2.190
S: -2.060 -0.742 2.021
H: -1.015 2.722 2.560
H: -1.130 2.645 0.910
H: -3.311 2.634 1.902
H: -5.065 1.185 2.188
H: -4.758 -0.512 2.285
N: 1.187 2.274 5.586
C: 0.446 1.302 6.242
C: 0.222 1.062 7.593
C: -0.586 -0.013 7.897
C: -1.154 -0.815 6.892
C: -0.928 -0.570 5.555
C: -0.106 0.510 5.232
N: 0.310 1.004 3.995
C: 1.076 2.046 4.264
C: 1.710 2.806 3.196
C: 2.532 3.886 3.259
S: 3.060 4.301 1.692
C: 2.157 3.021 1.042
N: 1.494 2.325 1.924
H: 1.744 2.990 6.022
H: 0.655 1.681 8.366
H: -0.791 -0.245 8.933
H: -1.786 -1.644 7.181
H: -1.381 -1.178 4.784
H: 2.860 4.440 4.124
H: 2.149 2.796 -0.016
F: 2.406 -0.127 0.848
C: 2.480 -0.321 2.310
F: 3.393 0.594 2.755
H: 2.965 -1.289 2.430
C: 2.011 -3.332 0.839
P: 0.560 -2.596 1.673
C: 0.714 -3.204 3.386
C: -0.794 -3.558 0.946
C: -1.258 -3.166 -0.308
C: -2.249 -3.891 -0.950
C: -2.796 -5.009 -0.333
C: -2.348 -5.399 0.920
C: -1.347 -4.679 1.559
H: 1.996 -4.411 0.997
H: 2.948 -2.929 1.216
H: 1.956 -3.134 -0.230
H: 1.014 -4.252 3.412
H: -0.236 -3.093 3.909
H: 1.465 -2.617 3.915
H: -0.841 -2.280 -0.779
H: -2.599 -3.587 -1.928
H: -3.572 -5.575 -0.831
H: -2.773 -6.269 1.402
H: -1.007 -5.005 2.532
C: 1.330 3.401 -2.646
C: 0.458 2.680 -3.686
C: -0.867 3.456 -3.740
C: 1.139 2.796 -5.066
Si: 0.203 0.822 -3.324
Br: -0.170 0.840 -0.949
C: 1.756 -0.274 -3.470
C: 1.660 -1.558 -2.633
C: 1.952 -0.665 -4.948
C: 3.013 0.467 -2.987
C: -1.415 0.074 -3.994
C: -1.484 0.375 -5.506
C: -1.453 -1.450 -3.815
C: -2.674 0.628 -3.310
H: 1.558 4.402 -3.022
H: 2.275 2.902 -2.440
H: 0.777 3.527 -1.711
H: -0.644 4.508 -3.938
H: -1.404 3.407 -2.789
H: -1.533 3.116 -4.530
H: 1.208 3.853 -5.336
H: 0.576 2.298 -5.857
H: 2.152 2.395 -5.066
H: 0.829 -2.201 -2.913
H: 1.579 -1.327 -1.569
H: 2.581 -2.130 -2.779
H: 1.151 -1.305 -5.318
H: 2.885 -1.228 -5.042
H: 2.029 0.199 -5.609
H: 2.932 0.761 -1.937
H: 3.245 1.348 -3.584
H: 3.867 -0.211 -3.068
H: -0.613 0.004 -6.048
H: -1.594 1.436 -5.722
H: -2.360 -0.132 -5.920
H: -0.671 -1.965 -4.371
H: -2.412 -1.818 -4.193
H: -1.383 -1.735 -2.763
H: -2.760 1.711 -3.363
H: -2.719 0.330 -2.261
H: -3.550 0.205 -3.810

Forces on the atoms, in the same order (eV/Å):
Sc 0.1 -0.1 0.1
N 0.0 0.0 0.0
N 0.0 0.0 0.0
C -0.1 0.0 0.0
N 0.0 0.0 0.0
S 0.1 0.0 0.0
H 0.0 0.0 0.0
H 0.0 0.0 0.0
H 0.0 0.0 0.0
H 0.0 0.0 0.0
H 0.0 0.0 0.0
N 0.0 0.0 0.0
C 0.0 0.0 0.0
C 0.0 0.0 0.0
C 0.0 0.0 0.0
C 0.0 0.0 0.0
C 0.0 0.0 0.0
C 0.0 0.0 0.0
N 0.0 0.0 -0.1
C 0.0 0.0 0.0
C 0.0 0.0 0.0
C 0.0 0.0 0.0
S 0.0 0.0 0.0
C 0.0 0.0 0.0
N -0.1 0.0 0.0
H 0.0 0.0 0.0
H 0.0 0.0 0.0
H 0.0 0.0 0.0
H 0.0 0.0 0.0
H 0.0 0.0 0.0
H 0.0 0.0 0.0
H 0.0 0.0 0.0
F 0.0 0.0 0.0
C 0.0 0.1 0.1
F 0.0 0.0 0.0
H 0.0 0.0 0.0
C 0.0 0.0 0.0
P 0.0 0.1 0.0
C 0.0 0.0 0.0
C 0.0 0.0 0.0
C 0.0 0.0 0.0
C 0.0 0.0 0.0
C 0.0 0.0 0.0
C 0.0 0.0 0.0
C 0.0 0.0 0.0
H 0.0 0.0 0.0
H 0.0 0.0 0.0
H 0.0 0.0 0.0
H 0.0 0.0 0.0
H 0.0 0.0 0.0
H 0.0 0.0 0.0
H 0.0 0.0 0.0
H 0.0 0.0 0.0
H 0.0 0.0 0.0
H 0.0 0.0 0.0
H 0.0 0.0 0.0
C -0.1 0.0 0.0
C 0.0 0.0 0.0
C 0.0 0.0 0.0
C 0.0 0.0 0.0
Si 0.1 0.0 0.0
Br -0.1 0.0 0.0
C 0.0 0.0 0.0
C 0.0 0.0 0.0
C 0.0 0.0 0.0
C 0.0 0.0 0.0
C 0.0 0.0 0.0
C 0.0 0.0 0.0
C 0.0 0.0 0.0
C 0.0 0.0 0.0
H 0.0 0.0 0.0
H 0.0 0.0 0.0
H 0.0 0.0 0.0
H 0.0 0.0 0.0
H 0.0 0.0 0.0
H 0.0 0.0 0.0
H 0.0 0.0 0.0
H 0.0 0.0 0.0
H 0.0 0.0 0.0
H 0.0 0.0 0.0
H 0.0 0.0 0.0
H 0.0 0.0 0.0
H 0.0 0.0 0.0
H 0.0 0.0 0.0
H 0.0 0.0 0.0
H 0.0 0.0 0.0
H 0.0 0.0 0.0
H 0.0 0.0 0.0
H 0.0 0.0 0.0
H 0.0 0.0 0.0
H 0.0 0.0 0.0
H 0.0 0.0 0.0
H 0.0 0.0 0.0
H 0.0 0.0 0.0
H 0.0 0.0 0.0
H 0.0 0.0 0.0
H 0.0 0.0 0.0

Values from the calculation:
* total charge: +2
* total energy: -6539.93898 Eh


Entry 5:
Entry from the OMol25 dataset: a structure of composition C29H23F3N3O8PS at a distorted geometry (ωB97M-V/def2-TZVPD).

Geometry (Å):
C: 2.222 -5.522 3.459
C: 1.579 -4.240 3.023
O: 1.603 -4.289 1.564
C: 1.197 -3.137 1.009
C: 1.316 -3.062 -0.483
P: 1.185 -1.241 -0.909
C: -0.505 -0.663 -0.679
C: -0.848 0.236 0.339
C: -2.179 0.591 0.545
C: -3.189 0.017 -0.239
C: -2.850 -0.887 -1.238
C: -1.520 -1.171 -1.503
C: 2.215 -0.001 -0.074
C: 2.179 1.303 -0.607
C: 2.935 2.327 -0.043
C: 3.729 2.069 1.079
C: 3.771 0.778 1.612
C: 3.034 -0.258 1.032
C: 1.724 -1.091 -2.630
C: 0.871 -0.764 -3.692
C: 1.384 -0.647 -4.986
C: 2.753 -0.786 -5.222
C: 3.615 -1.068 -4.157
C: 3.104 -1.225 -2.872
O: 0.806 -2.202 1.711
H: 2.198 -5.592 4.546
H: 1.695 -6.382 3.035
H: 3.264 -5.559 3.128
H: 0.533 -4.169 3.341
H: 2.130 -3.369 3.400
H: 2.340 -3.336 -0.760
H: -0.071 0.655 0.980
H: -2.438 1.304 1.326
H: -4.236 0.262 -0.060
H: -3.621 -1.386 -1.829
H: -1.258 -1.784 -2.360
H: 1.562 1.524 -1.479
H: 2.907 3.327 -0.476
H: 4.318 2.870 1.532
H: 4.382 0.565 2.489
H: 3.083 -1.262 1.447
H: -0.187 -0.590 -3.522
H: 0.703 -0.443 -5.812
H: 3.153 -0.685 -6.233
H: 4.686 -1.175 -4.320
H: 3.780 -1.436 -2.043
O: -3.109 -5.945 -0.842
S: -2.115 -4.917 -0.592
O: -2.068 -3.728 -1.399
C: -2.414 -4.392 1.184
F: -3.624 -3.830 1.282
F: -2.316 -5.440 2.022
F: -1.482 -3.471 1.514
C: -0.435 -5.589 -0.617
C: 0.695 -4.782 -0.945
C: 1.827 -5.551 -1.347
N: 2.920 -5.148 -2.102
O: 3.405 -4.068 -2.427
O: 3.557 -6.333 -2.561
N: 2.914 -7.463 -2.121
C: 1.874 -6.969 -1.388
C: 0.741 -7.749 -0.964
N: 0.688 -9.183 -0.913
O: 1.738 -9.857 -0.984
O: -0.442 -9.717 -0.764
C: -0.412 -7.002 -0.645
H: 0.451 -3.691 -1.401
H: -1.341 -7.526 -0.436

Forces on the atoms, in the same order (eV/Å):
C 0.1 -0.3 0.1
C 0.0 -0.4 -0.1
O -0.1 0.8 0.1
C 0.4 1.3 0.9
C 3.1 2.7 5.0
P -0.9 -0.5 -0.3
C -0.5 0.1 -0.4
C 0.1 0.0 0.2
C 0.0 -0.1 -0.2
C 0.3 -0.1 0.2
C -0.3 0.1 -0.3
C 0.5 0.1 0.1
C 0.7 0.1 0.6
C 0.0 -0.1 -0.1
C 0.0 -0.2 0.2
C -0.1 -0.3 0.0
C 0.0 0.1 -0.1
C -0.2 0.1 -0.2
C 0.2 0.2 -0.4
C 0.2 -0.1 -0.1
C 0.1 0.0 0.0
C -0.1 -0.1 0.2
C -0.2 0.0 0.1
C -0.2 0.1 0.0
O 0.1 -0.5 -1.0
H 0.0 -0.1 0.0
H 0.1 0.1 0.1
H -0.1 0.0 0.1
H 0.2 0.1 0.0
H -0.2 -0.1 -0.3
H -0.2 0.2 -0.1
H -0.3 -0.2 -0.1
H 0.1 -0.2 -0.1
H 0.3 -0.1 0.0
H 0.2 0.3 0.1
H -0.2 -0.2 0.4
H 0.1 -0.1 0.2
H 0.0 -0.3 0.1
H -0.2 -0.3 -0.1
H -0.1 0.1 -0.3
H 0.0 0.3 0.0
H 0.2 0.0 -0.1
H 0.2 0.0 0.2
H -0.2 0.0 0.3
H -0.3 0.0 0.0
H -0.1 0.0 -0.2
O 0.9 1.0 0.5
S 1.1 -1.9 -0.8
O -0.3 0.2 0.4
C 0.2 0.2 -0.1
F 0.5 -0.3 0.1
F -0.1 0.8 -0.6
F -0.6 -0.6 0.0
C -2.1 -0.7 1.4
C -1.8 2.1 -4.2
C 2.4 0.6 -2.0
N -1.6 -2.2 0.8
O -0.1 0.0 0.1
O 0.4 0.9 0.3
N -1.9 2.1 1.6
C 1.2 -2.4 -1.4
C -1.1 0.9 0.8
N -0.3 -1.6 0.1
O -1.5 1.6 0.0
O 1.7 1.0 -0.2
C 1.0 0.1 0.5
H -0.8 -4.2 -1.6
H 0.2 0.0 -0.2

Values from the calculation:
* total energy: -2923.78115 Eh